1.
C8H10BrNO3 | ωB97M-V/def2-TZVPD

```
! wB97M-V def2-TZVPD RIJCOSX def2/J DEFGRID3
* xyz 0 1
C 0.04267 2.01777 2.16711
O 0.18781 1.52312 0.84152
C 0.17961 0.20258 0.45751
N 1.02892 -0.59638 1.41321
O 2.07655 -0.93725 0.92545
O 0.74943 -0.68995 2.58616
C -1.13556 -0.50671 0.52385
C -1.39145 -1.65498 -0.19824
C -0.29781 -2.07219 -1.08591
C 0.71687 -1.28760 -1.47859
C 0.69034 0.12555 -1.03087
C -0.24981 0.91712 -1.87680
Br 0.42695 0.82748 -3.81594
H -0.66801 1.42642 2.87213
H -0.49097 2.95093 2.09279
H 1.13865 2.03699 2.49586
H -1.75761 -0.18473 1.33188
H -2.40201 -1.97385 -0.35318
H -0.20358 -3.14137 -1.21204
H 1.43507 -1.63511 -2.22323
H 1.62413 0.45180 -1.05243
H -0.53215 1.85855 -1.35763
H -1.16803 0.34183 -2.02260
*
```

Summary:
Total energy ... -86127.4476 eV


2.
C8H10ClF12MgO14S4 | ωB97M-V/def2-TZVPD

```
! wB97M-V def2-TZVPD RIJCOSX def2/J DEFGRID3
* xyz -3 1
Mg 0.75962 0.32305 1.14557
Cl 2.68283 0.39986 2.55824
C 0.13551 -3.51120 3.33136
F -0.64757 -4.53203 3.78318
F 0.97694 -3.18277 4.29818
F 0.82005 -3.92119 2.26495
S -1.01697 -2.09964 2.84038
O -0.19597 -1.14855 2.09480
O -2.02738 -2.73390 2.00421
O -1.53202 -1.53357 4.06026
C 2.21648 -3.14964 -1.35003
F 3.21134 -4.03303 -1.25725
F 1.96009 -2.98890 -2.67219
F 1.15230 -3.52278 -0.67889
S 2.93710 -1.49475 -0.68774
O 1.78712 -0.86690 -0.02972
O 3.97689 -1.80944 0.25559
O 3.48792 -0.76489 -1.82739
C -1.93347 3.64628 2.29328
F -2.40135 4.58484 3.12236
F -3.00860 3.13105 1.66742
F -1.12489 4.15992 1.36358
S -1.03254 2.26630 3.33038
O -0.19089 3.04829 4.20509
O -2.06073 1.52270 4.03646
O -0.37850 1.47721 2.28715
C 0.56514 3.65889 -1.93577
F 1.04976 4.77542 -2.53000
F -0.58437 3.92426 -1.31793
F 0.48012 2.81269 -2.96762
S 1.90291 2.88180 -0.73775
O 1.18310 1.81601 -0.03980
O 2.90091 2.35672 -1.63155
O 2.45681 3.95018 0.04965
C -1.75092 1.18469 -0.63075
O -0.93580 0.11570 -0.16961
C -1.32583 -1.16425 -0.59255
C -1.38784 -1.28612 -2.11176
O -0.19249 -0.80901 -2.70835
C -0.06751 -1.24140 -4.04395
H -1.72668 1.29607 -1.72066
H -1.35394 2.06707 -0.14439
H -2.81887 0.97633 -0.50257
H -2.28351 -1.39561 -0.12082
H -0.63958 -1.97948 -0.36878
H -2.31563 -0.75352 -2.37217
H -1.52515 -2.31517 -2.45689
H -0.67100 -0.62426 -4.72219
H -0.48936 -2.21860 -4.32048
H 0.97642 -1.29479 -4.34253
*
```

Summary:
Total energy ... -131046.0691 eV


3.
C8H10ClFO6V | ωB97M-V/def2-TZVPD

```
! wB97M-V def2-TZVPD RIJCOSX def2/J DEFGRID3
* xyz -1 5
V 1.03027 -0.85920 0.07581
F 2.74724 0.37076 0.41079
Cl 2.11001 -2.73834 -1.02169
C -1.26349 2.65326 -0.14646
C -0.43870 1.49122 -0.26849
C 0.15720 1.18786 -1.73934
O 0.81519 0.08797 -1.73909
C -0.08087 2.19203 -2.77585
C -0.77269 3.33341 -2.54976
C -1.35639 3.56533 -1.14714
O -2.04557 4.61818 -0.86762
O -0.88754 4.13069 -3.55886
O -0.20945 0.68837 0.67162
H -1.77580 2.82648 0.78839
H 0.39963 2.05578 -3.73343
C -1.18679 -3.15662 0.11528
O -0.99805 -1.79445 -0.35383
H -0.32262 -3.37567 0.74245
H -2.08984 -3.16219 0.72565
H -1.34924 -3.92244 -0.64315
H -1.75586 -1.57025 -0.89887
C 1.60222 -1.15283 3.12544
O 1.26177 -1.79734 1.95800
H 1.68046 -0.06565 3.12275
H 0.97360 -1.48276 3.95254
H 2.60679 -1.44622 3.43017
H 1.14859 -2.67727 2.32475
*
```

Summary:
Total energy ... -61671.8009 eV


4.
C8H10CoF6N4O16 | ωB97M-V/def2-TZVPD

```
! wB97M-V def2-TZVPD RIJCOSX def2/J DEFGRID3
* xyz -2 4
Co -1.27447 0.66469 -0.09857
N -0.51514 2.62695 2.41181
O 0.28541 2.42116 3.33359
O -1.12220 3.66896 2.27403
O -0.73503 1.65896 1.60877
N -1.54991 -0.95809 -2.83315
O -0.89778 -1.89780 -3.34511
O -2.35938 -0.31632 -3.45069
O -1.27485 -0.69790 -1.61118
N -4.21911 1.60834 -0.36888
O -3.32068 0.82462 0.11796
O -4.88154 1.22491 -1.31821
O -4.43960 2.66047 0.22104
N -1.44954 3.32495 -2.11133
O -1.25642 4.46052 -1.67456
O -1.83124 3.14556 -3.27281
O -1.12157 2.32181 -1.41454
C 2.27236 -1.12324 -3.81183
C 1.58334 -1.00898 -2.46613
O 2.51561 -0.40466 -1.53635
C 2.03001 0.37231 -0.60743
O 0.89087 0.37884 -0.24152
C 3.10549 1.17273 0.16020
F 3.48213 0.49259 1.25108
F 4.19126 1.42195 -0.57568
F 2.58215 2.32717 0.55201
H 2.69245 -0.17445 -4.14551
H 1.50050 -1.43774 -4.51582
H 3.08818 -1.84876 -3.81754
H 1.31656 -1.98432 -2.07144
H 0.70800 -0.37854 -2.58748
C 1.50940 -0.83310 4.08738
C 0.30432 -0.71798 3.21387
O 0.01431 -2.01602 2.63181
C -0.91162 -2.04435 1.69943
O -1.51182 -1.09246 1.27290
C -1.12749 -3.45459 1.09773
F -0.71810 -3.45948 -0.16310
F -0.43576 -4.40028 1.76015
F -2.41746 -3.77747 1.15242
H 2.44588 -0.97633 3.55001
H 1.38383 -1.58155 4.87238
H 1.62505 0.12855 4.59641
H 0.41351 0.02368 2.42159
H -0.56987 -0.34527 3.75227
*
```

Summary:
Total energy ... -101100.1344 eV


What is the formula in the first record?
C8H10BrNO3


Which of these has the lowest total energy?
C8H10ClF12MgO14S4


Among the records above, which one has the highest total energy?
C8H10ClFO6V


What is the total energy in the second record?
-131046.0691 eV